No. 1
C20H39AsCoIN6O3S | wB97M-V/def2-TZVPD

Positions of all 72 atoms, in Å:
Co 0.68039 -0.50389 0.02970
C -0.39385 -1.58125 -2.28510
C -0.28932 -2.85388 -1.41267
N 0.52117 -2.60497 -0.19447
C 1.80941 -3.30992 -0.08920
C 2.89478 -2.38010 0.44085
N 2.78050 -1.04558 -0.15511
C 3.16836 -0.87516 -1.55792
C 1.99857 -1.18918 -2.48254
N 0.71493 -0.68861 -1.93446
H -1.32027 -1.05227 -2.07604
H -0.37581 -1.83995 -3.34911
H 0.11787 -3.70173 -1.96659
H -1.29616 -3.12427 -1.10052
H -0.05916 -2.82008 0.60855
H 2.08264 -3.69720 -1.07143
H 1.72991 -4.17505 0.57233
H 3.88318 -2.82172 0.27024
H 2.75233 -2.24377 1.51096
H 3.33719 -0.42187 0.41509
H 4.04668 -1.47290 -1.82673
H 3.42771 0.17241 -1.68902
H 1.90015 -2.26338 -2.63293
H 2.17675 -0.74929 -3.46694
H 0.53589 0.25028 -2.29076
I 0.59796 2.66015 -4.02428
C 1.99272 3.04497 -2.50491
C 2.85193 4.12988 -2.65946
C 3.77679 4.36315 -1.65980
C 3.79927 3.52128 -0.55265
C 2.90569 2.46907 -0.51610
N 2.01628 2.21811 -1.48047
H 2.79359 4.75713 -3.53630
H 4.47279 5.18695 -1.74357
H 4.49444 3.67769 0.26006
H 2.87258 1.79346 0.33302
C -5.06759 -2.76020 0.88798
N -4.67183 -1.69598 0.00188
C -5.56804 -1.19557 -1.03227
C -4.75033 -0.06422 -1.68204
N -3.43982 -0.23092 -1.06729
C -3.46756 -1.11056 -0.05163
S -2.16037 -1.41076 0.97203
H -5.97449 -2.48082 1.42727
H -4.26564 -2.93777 1.59920
H -5.26295 -3.67727 0.32679
H -6.49874 -0.83972 -0.58697
H -5.81397 -1.99117 -1.74063
H -5.16300 0.92147 -1.46112
H -4.69185 -0.17539 -2.76373
H -2.70006 0.47197 -1.11085
C -0.97628 3.37928 0.26318
C -0.69866 1.95535 -0.16411
O -1.21164 1.50668 -1.19787
O 0.10213 1.29008 0.58185
H -1.96747 3.68896 -0.05971
H -0.24540 4.02461 -0.23031
H -0.86878 3.51084 1.33937
C 1.55893 1.98076 3.22934
As 0.51864 0.36336 3.15032
C 0.93576 -0.57811 4.77374
C -1.34270 0.78921 3.33614
O 1.04116 -0.67613 1.94334
H 1.14301 2.64145 3.98912
H 1.53390 2.46003 2.25456
H 2.57970 1.71706 3.50283
H 0.73429 0.05360 5.63835
H 1.98462 -0.86676 4.76384
H 0.31695 -1.47213 4.82793
H -1.41850 1.48814 4.17013
H -1.88409 -0.12546 3.56583
H -1.73715 1.21754 2.42181

**E_HOMO (alpha / beta)**: -10.330 / -10.552 eV
**Max |F|**: 0.0289 hartree/bohr
**Net charge**: +1
**2S+1**: 2
**ΔE to the lowest compared entry with this formula, charge and spin**: 0.0 kcal/mol
**Total energy**: -5654.06481 hartree

Okay, here come the Löwdin numbers, in e, for every atom:
1 Co 0.50
2 C -0.16
3 C -0.17
4 N -0.11
5 C -0.16
6 C -0.18
7 N -0.10
8 C -0.16
9 C -0.14
10 N -0.12
11 H 0.09
12 H 0.13
13 H 0.12
14 H 0.09
15 H 0.06
16 H 0.11
17 H 0.13
18 H 0.13
19 H 0.10
20 H 0.11
21 H 0.13
22 H 0.10
23 H 0.11
24 H 0.13
25 H 0.04
26 I 0.94
27 C -0.76
28 C -0.13
29 C -0.05
30 C -0.04
31 C -0.15
32 N 0.03
33 H 0.09
34 H 0.12
35 H 0.11
36 H 0.09
37 C -0.05
38 N -0.16
39 C -0.10
40 C -0.11
41 N 0.02
42 C -0.75
43 S 0.76
44 H 0.10
45 H 0.05
46 H 0.10
47 H 0.12
48 H 0.13
49 H 0.12
50 H 0.12
51 H 0.08
52 C 0.02
53 C -0.68
54 O -0.07
55 O -0.19
56 H 0.09
57 H 0.09
58 H 0.07
59 C -0.18
60 As 1.04
61 C -0.20
62 C -0.22
63 O -0.52
64 H 0.05
65 H 0.01
66 H 0.04
67 H 0.05
68 H 0.04
69 H 0.04
70 H 0.05
71 H 0.02
72 H 0.01

=====

No. 2
C20H39NO2 | wB97M-V/def2-TZVPD

Positions of all 62 atoms, in Å:
C -0.57540 -5.28974 0.16363
C -0.58980 -3.81462 0.54528
C -1.90753 -3.14176 0.16740
C -1.91180 -1.66042 0.53711
C -3.24346 -0.96064 0.26602
C -3.57836 -0.85771 -1.22003
C -4.81355 0.00151 -1.50073
H -5.18446 -0.24240 -2.49965
H -5.60125 -0.25078 -0.78706
C -4.54240 1.50960 -1.45629
C -4.32942 2.04259 -0.07436
C -3.39196 2.88857 0.32859
C -2.29928 3.50333 -0.48902
H -2.55193 4.55400 -0.66747
H -2.21593 3.01550 -1.46031
C -0.94706 3.43888 0.22583
C -0.46294 2.00213 0.40118
C 0.88555 1.93780 1.11350
C 1.38596 0.50137 1.24839
C 2.62815 0.37238 2.13121
C 3.81734 1.20060 1.63070
C 4.12879 0.93274 0.17188
O 3.99114 1.76197 -0.70619
N 4.54054 -0.33240 -0.08655
H 4.79690 -0.93106 0.68132
C 4.97385 -0.71621 -1.40964
H 4.74650 -1.77061 -1.58105
H 4.40340 -0.10223 -2.11316
C 6.47369 -0.45718 -1.61450
H 6.72337 -0.64503 -2.67010
O 6.84413 0.84081 -1.23381
H 6.15972 1.45836 -1.52658
H 7.06980 -1.13274 -0.99296
H 4.70159 0.97273 2.23054
H 3.60092 2.26349 1.73309
H 2.90979 -0.68264 2.18293
H 2.38492 0.69771 3.14541
H 0.59337 -0.11515 1.67964
H 1.60717 0.10698 0.25391
H 1.61155 2.52199 0.54653
H 0.78983 2.38374 2.10690
H -0.37316 1.53182 -0.58091
H -1.20582 1.43937 0.97072
H -0.20816 3.99875 -0.35201
H -1.03211 3.91480 1.20595
H -3.39221 3.20399 1.36560
H -5.06918 1.70769 0.64372
H -3.69011 1.73756 -2.09670
H -5.41432 2.02239 -1.87800
H -3.75682 -1.85950 -1.61645
H -2.72190 -0.43821 -1.75301
H -4.04541 -1.49631 0.78032
H -3.19619 0.04677 0.68205
H -1.12058 -1.14936 -0.01608
H -1.68161 -1.56786 1.60228
H -2.06641 -3.25496 -0.90626
H -2.72981 -3.64557 0.68129
H 0.23263 -3.30030 0.04200
H -0.42980 -3.71688 1.62184
H 0.36966 -5.75077 0.44203
H -1.37838 -5.82164 0.66940
H -0.71170 -5.40723 -0.90934

**E_HOMO**: -8.931 eV
**SMILES string**: CCCCCCCC/C=C\CCCCCCCC(=O)NCCO
**Max |F|**: 0.0123 hartree/bohr
**Net charge**: 0
**2S+1**: 1
**ΔE to the lowest compared entry with this formula, charge and spin**: 1.9 kcal/mol
**Total energy**: -990.71016 hartree

Okay, here come the Löwdin numbers, in e, for every atom:
1 C -0.12
2 C -0.28
3 C -0.23
4 C -0.23
5 C -0.21
6 C -0.21
7 C -0.21
8 H 0.11
9 H 0.11
10 C -0.20
11 C -0.14
12 C -0.13
13 C -0.20
14 H 0.12
15 H 0.10
16 C -0.21
17 C -0.22
18 C -0.21
19 C -0.21
20 C -0.20
21 C -0.11
22 C -0.51
23 O 0.05
24 N 0.07
25 H 0.14
26 C -0.16
27 H 0.12
28 H 0.12
29 C -0.26
30 H 0.12
31 O -0.06
32 H 0.08
33 H 0.12
34 H 0.12
35 H 0.12
36 H 0.10
37 H 0.11
38 H 0.10
39 H 0.11
40 H 0.11
41 H 0.12
42 H 0.12
43 H 0.10
44 H 0.11
45 H 0.11
46 H 0.11
47 H 0.11
48 H 0.10
49 H 0.12
50 H 0.10
51 H 0.12
52 H 0.12
53 H 0.08
54 H 0.10
55 H 0.11
56 H 0.11
57 H 0.12
58 H 0.11
59 H 0.11
60 H 0.06
61 H 0.07
62 H 0.07

=====

No. 3
C20H40AgN4O26S3 | wB97M-V/def2-TZVPD

Positions of all 94 atoms, in Å:
Ag 0.59657 0.74705 -2.52487
O -0.93218 1.27846 -1.51235
C -0.41561 0.36073 -0.53130
C 1.13943 0.18622 -0.26759
O 1.93841 -0.09529 -1.40667
H -0.87276 -0.59430 -0.79022
H -0.95868 0.67089 0.36143
H 1.26460 -0.46073 0.60067
H 1.53806 1.07912 0.21399
C 3.14549 -0.99224 1.41113
N 3.62853 -2.05620 2.35579
O 3.55728 -1.80786 3.56297
O 4.08955 -3.11324 1.91498
H 2.15748 -0.74254 1.79789
H 2.97390 -1.43776 0.43125
H 3.90555 -0.21433 1.33843
C -1.87566 -2.38358 -0.41538
N -1.39911 -2.57376 1.02520
O -0.26246 -2.19196 1.32616
O -2.10795 -3.19897 1.69989
H -2.41886 -1.44193 -0.33583
H -2.57906 -3.15290 -0.73390
H -0.96599 -2.35699 -1.01530
C 2.54847 -1.70596 -2.66631
N 3.56388 -2.68160 -2.12132
O 3.62246 -3.81991 -2.64705
O 4.16061 -2.36400 -1.09274
H 1.63052 -1.55277 -2.09885
H 2.33017 -1.94334 -3.70751
H 3.00939 -0.73457 -2.84536
C 0.08307 3.06444 0.82597
N 1.49015 3.26261 1.14316
O 2.33841 3.50716 0.25115
O 1.77039 2.96764 2.28686
H -0.45599 3.96409 0.52910
H -0.51160 2.59583 1.61010
H 0.04856 2.34434 0.00844
O -4.17403 1.23541 4.12820
C -3.71542 0.65013 3.17940
O -2.79056 1.14164 2.34324
C -2.44047 0.23890 1.25581
C -3.16138 -1.02805 1.68557
C -4.30092 -0.58505 2.62621
H -1.36626 0.12133 1.11319
H -2.88454 0.64453 0.34676
H -2.48362 -1.73330 2.16658
H -3.46124 -1.53495 0.76838
H -4.45519 -1.27942 3.45214
H -5.24104 -0.39194 2.10952
O 0.71677 -2.90987 -1.87608
C 0.98850 -3.27288 -0.74888
O 0.35284 -4.31554 -0.29763
C 0.84643 -4.67914 1.00735
C 1.68568 -3.51738 1.52460
C 1.94730 -2.67575 0.25785
H 1.47434 -5.56858 1.05962
H -0.04632 -4.81041 1.61878
H 2.67137 -3.91979 1.75824
H 1.11044 -3.04466 2.32068
H 2.97757 -2.81542 -0.06949
H 1.53271 -1.66851 0.29906
C 3.39325 1.43658 -0.83645
C 3.88411 1.62353 0.58987
O 5.22524 2.17886 0.46738
S 5.45127 3.10473 -0.89135
O 6.83052 3.06465 -1.40451
O 4.75879 4.39329 -0.75729
O 4.41053 2.02161 -1.71032
H 2.41988 1.90714 -0.97513
H 3.31082 0.36795 -1.03473
H 4.04635 0.69526 1.13766
H 3.23788 2.29719 1.15262
C -2.15789 3.02800 -0.83068
C -1.40067 3.58689 -1.97803
O -1.63654 4.97682 -1.93067
S -1.77070 5.59398 -0.37428
O -2.83601 6.61664 -0.25493
O -0.41522 5.83471 0.15955
O -2.33757 4.11788 0.10541
H -1.52696 2.25038 -0.40020
H -3.14560 2.72112 -1.17473
H -1.58933 3.12647 -2.94783
H -0.33255 3.44602 -1.81248
C -3.93545 0.67335 -1.17256
C -3.02129 -0.25248 -1.92974
O -3.66450 -1.51206 -1.85594
S -4.96459 -1.67476 -0.81204
O -4.73235 -2.67081 0.25295
O -6.27954 -1.67124 -1.49954
O -4.68431 -0.14567 -0.25860
H -4.70006 1.13667 -1.79611
H -3.42122 1.52736 -0.73171
H -2.02879 -0.38578 -1.49932
H -2.94550 -0.10746 -3.00739

**E_HOMO (alpha / beta)**: -10.333 / -10.313 eV
**Max |F|**: 0.1396 hartree/bohr
**Net charge**: 0
**2S+1**: 2
**ΔE to the lowest compared entry with this formula, charge and spin**: 452.4 kcal/mol
**Total energy**: -4301.41229 hartree

Okay, here come the Löwdin numbers, in e, for every atom:
1 Ag 1.01
2 O -0.49
3 C -0.32
4 C -0.22
5 O -0.34
6 H 0.06
7 H 0.04
8 H 0.07
9 H 0.11
10 C 0.02
11 N -0.37
12 O 0.10
13 O 0.04
14 H 0.13
15 H 0.04
16 H 0.06
17 C 0.05
18 N -0.38
19 O 0.03
20 O 0.13
21 H 0.04
22 H 0.13
23 H 0.09
24 C -0.01
25 N -0.32
26 O 0.10
27 O 0.04
28 H 0.05
29 H 0.12
30 H 0.10
31 C 0.03
32 N -0.35
33 O 0.01
34 O 0.11
35 H 0.06
36 H 0.14
37 H 0.06
38 O 0.13
39 C -0.49
40 O 0.07
41 C -0.12
42 C -0.17
43 C -0.02
44 H 0.08
45 H 0.08
46 H 0.09
47 H 0.02
48 H 0.14
49 H 0.13
50 O 0.05
51 C -0.47
52 O 0.08
53 C -0.08
54 C -0.12
55 C -0.16
56 H 0.14
57 H 0.12
58 H 0.09
59 H 0.13
60 H 0.09
61 H 0.04
62 C -0.17
63 C -0.14
64 O -0.18
65 S 0.80
66 O -0.23
67 O -0.24
68 O -0.18
69 H 0.09
70 H 0.10
71 H 0.06
72 H 0.09
73 C -0.21
74 C -0.20
75 O -0.18
76 S 0.81
77 O -0.23
78 O -0.25
79 O -0.22
80 H 0.06
81 H 0.12
82 H 0.14
83 H 0.11
84 C -0.17
85 C -0.16
86 O -0.25
87 S 0.82
88 O -0.23
89 O -0.23
90 O -0.22
91 H 0.16
92 H 0.07
93 H 0.06
94 H 0.16